No. 1
The following is a quantum chemistry calculation of a molecular structure, C16H29Cl3N9O13PS in a non-equilibrium geometry, from OMol25.

Values from the calculation:
E ... -114766.2558 eV
Max |F| ... 0.032 Eh/bohr
HOMO level ... -8.4139 eV

Structure (ORCA input):
```
! RIJCOSX wB97M-V def2-TZVPD def2/J DEFGRID3
* xyz 0 1
C -1.8737 -1.5893 -1.7452
C -0.8340 -0.9361 -0.8538
C -0.5502 0.5160 -1.0328
N -1.2952 1.2246 -2.0161
C 0.4055 1.1168 -0.2671
C 0.8100 2.5934 -0.3959
Cl -0.5758 3.7185 -0.6168
C 1.8018 2.7585 -1.6159
C 3.0178 3.6417 -1.2556
Cl 2.4787 1.1621 -2.2104
C 1.1286 0.3654 0.7371
N 2.0560 0.8809 1.5403
S 2.5042 -0.3764 2.4925
N 1.5923 -1.5811 1.8923
C 0.8499 -1.0500 0.9188
C -0.1482 -1.6719 0.0752
P -0.5716 -3.4760 0.2017
O 0.2150 -4.0255 1.5657
Cl 0.3581 -4.3953 -1.4757
H -2.2312 -2.5531 -1.3587
H -2.7600 -0.9625 -1.9302
H -1.4364 -1.7806 -2.7442
H -0.9436 1.0583 -2.9598
H -2.2638 0.9298 -1.9411
H 1.3384 2.9047 0.5144
H 1.2768 3.1951 -2.4785
H 3.7836 3.4943 -2.0340
H 2.7212 4.6955 -1.1486
H 3.4628 3.2833 -0.3103
H 0.8006 -4.7486 1.2856
C -1.5996 -3.0995 4.5251
N -2.4201 -2.0748 3.8227
O -2.4202 -2.0889 2.6067
O -3.0354 -1.2920 4.5161
H -1.1116 -3.7215 3.7811
H -0.8677 -2.5740 5.1306
H -2.2685 -3.6848 5.1384
C -1.3182 6.9836 0.9932
N -0.9430 8.2855 0.3773
O -1.6196 9.2547 0.6557
O 0.0180 8.2839 -0.3628
H -2.1868 7.1356 1.6249
H -1.5424 6.2918 0.1872
H -0.4693 6.6411 1.5781
C 7.6895 4.2029 -3.1142
N 6.5371 4.9560 -2.5491
O 6.7811 5.9294 -1.8699
O 5.4274 4.5365 -2.8118
H 8.6076 4.6873 -2.8000
H 7.6355 3.1874 -2.7315
H 7.5920 4.2202 -4.1962
C -2.0272 -6.1222 8.3569
N -1.9818 -5.4078 7.0526
O -1.1137 -4.5719 6.8982
O -2.8211 -5.7132 6.2307
H -1.2254 -5.7489 8.9844
H -2.9965 -5.9224 8.8052
H -1.8998 -7.1818 8.1532
C 0.9557 -0.9837 -4.7843
N 0.1654 0.0395 -5.5204
O 0.1945 0.0112 -6.7288
O -0.4608 0.8414 -4.8489
H 1.4543 -1.6209 -5.5066
H 1.6771 -0.4557 -4.1668
H 0.2628 -1.5573 -4.1742
C -5.0310 -4.8387 -1.7557
N -4.6399 -3.5593 -2.4060
O -5.2964 -2.5725 -2.1471
O -3.6834 -3.5940 -3.1531
H -5.8919 -4.6562 -1.1219
H -5.2720 -5.5458 -2.5447
H -4.1816 -5.1791 -1.1687
*
```

***

No. 2
The following is a quantum chemistry calculation of 2 unconnected molecules or ions with the total composition C8H7N3O in a non-equilibrium geometry, from OMol25.

Values from the calculation:
Energy above the lowest of the compared OMol25 structures with the same formula, charge and spin ... 647.9 kJ/mol
E ... -14921.3947 eV
Max |F| ... 0.119 Eh/bohr
HOMO level (alpha / beta) ... -8.3139 / -8.4900 eV

Structure (ORCA input):
```
! RIJCOSX wB97M-V def2-TZVPD def2/J DEFGRID3
* xyz 0 1
C 3.5742 0.2358 -0.2325
C 2.5843 1.3087 -0.3637
C -3.3659 -0.9545 -0.1924
C -2.0498 -1.5559 -0.2282
C 2.8821 -0.8297 0.2032
C -3.0953 0.3650 0.0667
C 1.4426 0.7581 -0.0871
C -0.9844 1.6971 0.1114
N -1.0913 -0.6750 -0.1015
N 1.5224 -0.5508 0.3690
N -1.7383 0.5131 0.1409
O -1.3517 2.7701 0.3477
H 4.5389 0.3612 -0.6047
H 2.6596 2.2512 -0.7272
H -4.3578 -1.4756 -0.1191
H -1.8001 -2.5541 -0.2373
H 3.3805 -1.6119 0.7230
H -3.6458 1.2790 0.4693
H 0.8960 -1.3317 0.4624
*
```